(1)
{
  "formula": "C3H7N",
  "method": "ωB97M-V/def2-TZVPD",
  "symbols": ["N", "C", "C", "C", "H", "H", "H", "H", "H", "H", "H"],
  "xyz": [[1.4159, 0.0489, -0.2265], [0.2052, -0.0303, 0.4500], [-0.9186, -0.7219, -0.1691], [-0.8797, 0.7492, -0.0893], [2.1468, 0.7218, 0.2391], [1.7810, -0.9506, -0.2759], [0.3014, -0.2797, 1.5499], [-0.7495, -1.1106, -1.1341], [-1.5019, -1.2954, 0.5837], [-1.6713, 1.2988, 0.5165], [-0.6590, 1.2914, -1.0435]],
  "forces_ev_per_angstrom": [[3.818, -0.627, -0.353], [1.020, -0.256, 3.381], [-0.954, -1.294, 0.656], [-2.893, 3.199, -0.147], [-1.916, -2.008, -1.120], [0.093, 2.057, 0.087], [-0.466, 0.804, -0.996], [-0.068, -0.801, -0.843], [0.144, 0.439, -1.101], [1.321, -0.831, -0.579], [-0.101, -0.681, 1.015]],
  "total_charge": 0,
  "smiles": "NC1CC1",
  "de_lowest_ev": 1.167,
  "homo_lumo_gap_ev": 10.38,
  "homo_ev": -9.17
}



(2)
{
  "formula": "C3H7N",
  "method": "ωB97M-V/def2-TZVPD",
  "symbols": ["C", "C", "N", "C", "H", "H", "H", "H", "H", "H", "H"],
  "xyz": [[-0.4607, -1.4393, -0.3293], [0.6006, -0.3246, -0.2245], [0.5815, 0.5143, 0.8294], [-0.3730, 1.2757, 0.0317], [-0.0330, -2.5190, -0.4098], [-1.0992, -1.3737, -1.1953], [1.4121, -0.3741, -1.0824], [-0.9187, -1.3240, 0.7172], [0.0400, 1.9192, -0.7880], [-1.2465, 0.9465, -0.5629], [-0.8272, 2.0538, 0.6477]],
  "forces_ev_per_angstrom": [[0.936, -0.996, 1.971], [0.895, -0.551, 1.090], [1.017, -2.591, -2.842], [-1.787, 3.638, -1.692], [-0.129, 1.993, 0.248], [-0.474, 0.296, -0.101], [-0.945, 0.367, 1.495], [-0.176, -0.488, -1.878], [0.659, -0.297, 0.402], [-0.013, -1.177, 0.733], [0.017, -0.193, 0.573]],
  "total_charge": 0,
  "de_lowest_ev": 4.152,
  "homo_lumo_gap_ev": 7.91,
  "homo_ev": -7.76
}



(3)
{
  "formula": "C3H7N",
  "method": "ωB97M-V/def2-TZVPD",
  "symbols": ["C", "C", "C", "N", "H", "H", "H", "H", "H", "H", "H"],
  "xyz": [[0.4373, -0.9789, -0.8923], [-0.0338, 1.5128, 1.3823], [-0.7133, -0.8451, -0.1161], [0.4854, -0.3545, -1.9382], [1.1600, -1.6147, -0.4156], [-0.3078, 1.5270, 0.3522], [0.8479, 1.9455, 1.7152], [-0.6518, 1.1473, 2.1732], [-1.6176, -0.4151, -0.5683], [-0.9197, -1.3677, 0.7584], [1.3135, -0.5566, -2.4508]],
  "forces_ev_per_angstrom": [[-0.940, -1.882, 4.511], [-0.907, -0.579, -0.044], [-2.005, 0.615, -0.559], [0.245, 2.313, -4.538], [1.051, -0.432, -0.302], [-0.270, 0.205, -0.221], [1.675, 0.657, 0.215], [-0.623, -0.204, -0.030], [0.636, 0.197, 0.103], [0.161, -0.916, 1.505], [0.977, 0.026, -0.640]],
  "total_charge": 0,
  "de_lowest_ev": 4.155,
  "homo_lumo_gap_ev": [8.34, 8.90],
  "homo_ev": [-8.78, -8.66]
}



(4)
{
  "formula": "C3H7N",
  "method": "ωB97M-V/def2-TZVPD",
  "symbols": ["H", "N", "C", "C", "C", "H", "H", "H", "H", "H", "H"],
  "xyz": [[1.8444, -0.8847, 1.1578], [1.8320, 0.1063, 0.9115], [0.9678, 0.3825, -0.0004], [-0.1777, -0.5961, -0.4671], [-1.2817, 0.2783, 0.0321], [1.2151, 1.1174, -0.7661], [-0.1727, -0.6838, -1.5527], [-0.1076, -1.5411, 0.0692], [-2.1633, 0.3350, -0.5997], [-1.4890, 0.1732, 1.0913], [-0.4674, 1.3130, 0.1241]],
  "forces_ev_per_angstrom": [[-0.839, 0.235, 0.529], [-0.123, 0.902, -1.141], [2.205, -4.271, -0.854], [1.556, 0.859, 0.831], [1.848, 2.986, 0.574], [-0.527, 0.892, 0.651], [-0.012, -0.250, 0.071], [0.107, -0.203, -0.400], [0.013, 0.526, 0.149], [-0.281, -0.410, -0.006], [-3.948, -1.267, -0.405]],
  "total_charge": 0,
  "smiles": "[H]/N=C\\CC",
  "de_lowest_ev": 2.150,
  "homo_lumo_gap_ev": 10.61,
  "homo_ev": -9.51
}